C7H9ClN2O3 | ωB97M-V/def2-TZVPD

XYZ file:
```
22
Properties=species:S:1:pos:R:3:forces:R:3
C 0.957994 0.088747 -2.815506 1.44 2.48 -0.45
C -0.200014 0.121035 -1.828519 -1.82 1.00 -1.73
C -0.328266 -1.062588 -0.962472 -0.59 -0.65 0.51
N -0.233190 -1.054076 0.295135 1.88 -0.14 0.02
C 0.255502 0.131805 1.023618 -0.85 0.60 -0.20
O 1.621337 0.083530 1.417349 -1.53 3.70 -3.32
C -0.641952 0.136553 2.259526 -0.53 1.12 -1.01
C -0.655082 -1.293463 2.714893 -0.12 1.62 1.27
O 0.172964 -1.794154 3.392015 0.75 -0.67 0.12
Cl -2.124754 -2.041619 2.295996 -1.41 -1.31 -0.05
N -0.020029 1.357625 0.275560 0.86 -2.52 1.53
C -0.208420 1.413389 -1.050840 0.91 -0.97 0.99
O -0.315593 2.493603 -1.520126 -0.76 2.41 -2.38
H 1.860447 0.092334 -2.144190 -0.37 -0.22 -1.12
H 1.049109 1.069566 -3.545132 -0.56 -2.46 2.09
H 0.905378 -0.787079 -3.443758 0.21 -0.29 -0.10
H -1.163706 0.170916 -2.435871 0.95 -0.09 0.63
H -0.690056 -2.017227 -1.390620 0.32 0.51 -0.05
H 1.839806 -0.655621 1.879322 0.58 -3.65 2.22
H -0.279612 0.918942 2.949565 -0.11 -0.81 0.12
H -1.636657 0.428241 1.848744 0.62 -0.28 0.72
H -0.165206 2.199541 0.785311 0.16 0.63 0.20
```
Positions in Å, forces in eV/Å.

Values from the calculation:
- Charge: 0
- SMILES string: C[C@H]1C=N[C@](O)(CC(=O)Cl)NC1=O
- Energy relative to the best compared isomer or geometry (same formula, charge and spin): 6.3 kJ/mol

So, what does the Mulliken scheme give us? The charges, in e, come out as: atom 1 (C): -1.29, atom 2 (C): 0.56, atom 3 (C): -0.51, atom 4 (N): -0.37, atom 5 (C): 0.61, atom 6 (O): -0.55, atom 7 (C): -1.01, atom 8 (C): 0.82, atom 9 (O): -0.46, atom 10 (Cl): -0.17, atom 11 (N): -0.18, atom 12 (C): 0.10, atom 13 (O): -0.65, atom 14 (H): 0.35, atom 15 (H): 0.27, atom 16 (H): 0.38, atom 17 (H): 0.32, atom 18 (H): 0.41, atom 19 (H): 0.35, atom 20 (H): 0.34, atom 21 (H): 0.40, atom 22 (H): 0.26

---

C26H42BrN3OP2W | ωB97M-V/def2-TZVPD

XYZ file:
```
76
Properties=species:S:1:pos:R:3:forces:R:3
C -4.376844 -0.078316 -0.012050 0.25 0.94 0.18
C -3.221601 0.675361 -0.292958 -0.87 0.96 0.28
C -3.282830 2.089931 -0.306415 -0.61 -1.32 0.33
C -4.488104 2.659323 0.119300 -0.63 1.60 0.11
N -5.543996 1.921069 0.458407 3.15 -1.78 -1.23
C -5.534904 0.596243 0.372469 -1.66 -0.36 0.54
C -2.076971 -0.127696 -0.568665 1.38 -3.90 -0.88
C -1.873836 -1.461750 -0.529726 0.09 3.14 -3.32
C -1.481590 -2.145456 -1.759342 0.28 -0.14 1.99
C -0.216936 -2.778829 -1.776117 1.63 -1.52 0.32
C 0.738315 -2.302059 -2.696025 -0.32 -1.06 -0.97
C 0.289907 -1.217891 -3.524009 2.76 -0.03 -1.35
C -1.085095 -1.048500 -3.834203 -0.50 0.41 -0.04
C -1.999260 -1.645043 -2.989267 -0.46 1.61 -0.78
W 0.064603 -0.550730 -1.563379 -2.75 4.14 4.64
P 0.101342 -0.210287 1.341939 0.33 -0.42 1.33
H -2.441652 2.708019 -0.621155 -0.40 -0.01 0.24
H -4.359036 -1.168020 -0.077736 -0.33 0.38 0.21
H -4.583399 3.743957 0.178819 -0.14 -0.05 0.02
H -6.426754 0.010195 0.615050 -0.04 0.37 0.01
H -3.075911 -1.516644 -3.093659 0.18 0.08 -0.20
H 0.020129 -3.512019 -1.007111 0.14 -0.17 -0.01
H -1.360634 -0.362862 -4.637609 -0.15 -0.35 0.09
H 1.774508 -2.636650 -2.741933 -0.22 -0.07 0.24
C 1.562044 -0.356376 2.449524 0.61 -0.32 -0.57
C 1.494584 0.297259 3.831135 -0.01 0.16 0.32
H 2.427402 0.047099 1.899328 -0.14 -0.17 0.25
H 1.740449 -1.439174 2.563226 -0.01 0.28 -0.15
H 2.442372 0.074627 4.335279 -0.18 0.06 -0.06
H 1.410813 1.388298 3.791514 0.01 -0.18 -0.03
H 0.694042 -0.092897 4.469469 0.22 0.14 -0.27
C -0.635942 1.423355 1.830473 0.03 0.41 -0.87
C -1.771906 1.465395 2.850198 -0.27 0.08 0.32
H -0.996436 1.871598 0.892742 0.21 0.08 0.21
H 0.189056 2.064510 2.172440 -0.28 -0.27 -0.10
H -2.189985 2.483826 2.846939 0.19 -0.25 0.07
H -2.602090 0.786687 2.599597 0.31 0.08 0.16
H -1.429441 1.261477 3.877684 -0.18 0.04 -0.51
C -1.034664 -1.484451 2.045006 -0.42 -0.09 -0.82
C -1.145523 -1.692163 3.539471 -0.01 -0.14 0.44
H -0.752227 -2.431060 1.560300 0.13 -0.10 0.13
H -2.030303 -1.272512 1.634880 0.21 -0.01 0.52
H -1.819528 -2.546471 3.668530 0.22 0.06 0.13
H -0.186872 -1.943471 4.002417 -0.28 -0.04 -0.05
H -1.602326 -0.838466 4.052675 0.25 -0.27 -0.10
Br 1.671685 0.013974 -4.241103 -1.22 -2.12 -0.47
P 1.457644 1.746089 -1.252048 -0.69 -0.68 0.18
C 1.861019 2.923488 0.065110 -0.66 0.09 0.82
C 3.284110 3.485190 -0.037520 0.37 0.08 -0.18
H 1.731307 2.406049 1.025296 0.13 0.20 -0.22
H 1.124209 3.741131 0.030571 0.13 -0.25 0.04
H 3.481371 4.094303 0.854762 -0.07 -0.16 -0.25
H 4.040009 2.690569 -0.072574 -0.17 0.28 0.15
H 3.410774 4.123260 -0.921459 0.04 -0.24 0.42
C 2.845711 0.503092 -1.075278 -0.31 1.04 -0.57
C 4.042631 0.700654 -1.998765 0.69 -0.61 -0.43
H 2.397151 -0.514269 -1.233949 0.12 -0.39 0.00
H 3.122651 0.537097 -0.007618 -0.24 -0.08 -0.39
H 4.803121 -0.070640 -1.795738 -0.30 0.17 -0.10
H 3.750980 0.603728 -3.058507 0.45 0.24 0.66
H 4.553654 1.659837 -1.842665 -0.43 -0.18 -0.05
C 1.074887 2.801547 -2.684929 0.12 -0.32 -1.18
C 1.939489 4.024950 -2.959418 0.14 0.37 -0.07
H 0.029837 3.130928 -2.527235 0.31 -0.25 0.24
H 1.041297 2.145176 -3.574449 -0.15 0.80 0.66
H 1.599402 4.470944 -3.903998 0.11 -0.05 0.29
H 1.807742 4.770120 -2.166779 0.14 -0.06 -0.29
H 3.006179 3.790540 -3.069104 -0.30 0.03 0.01
N 1.390947 -5.824136 1.027918 -0.65 1.63 0.11
C 0.069277 -5.355292 0.955792 0.58 -0.51 0.54
N -0.484062 -5.565081 -0.305394 -0.16 0.40 0.12
O -0.541372 -4.832572 1.878361 0.44 0.04 -0.91
H 1.900494 -5.631534 0.165421 0.03 -0.54 0.30
H 1.846610 -5.369038 1.818542 0.08 -0.58 -0.05
H -1.495374 -5.554136 -0.260386 0.04 -0.33 -0.11
H -0.086348 -6.354405 -0.800310 -0.27 -0.07 -0.04
```
Positions in Å, forces in eV/Å.

Values from the calculation:
- Spin multiplicity: 3
- E_tot: -124556.6547 eV
- Charge: +4
- Expectation value of S²: 2.071

So, what does the Mulliken scheme give us? The charges, in e, come out as: atom 1 (C): -0.74, atom 2 (C): 0.12, atom 3 (C): 0.08, atom 4 (C): -0.56, atom 5 (N): 0.14, atom 6 (C): -0.56, atom 7 (C): 0.35, atom 8 (C): 0.09, atom 9 (C): 0.19, atom 10 (C): 0.25, atom 11 (C): -0.49, atom 12 (C): 0.12, atom 13 (C): -0.48, atom 14 (C): -0.28, atom 15 (W): 0.17, atom 16 (P): 0.98, atom 17 (H): 0.48, atom 18 (H): 0.54, atom 19 (H): 0.47, atom 20 (H): 0.44, atom 21 (H): 0.58, atom 22 (H): 0.05, atom 23 (H): 0.48, atom 24 (H): 0.54, atom 25 (C): -0.58, atom 26 (C): -1.35, atom 27 (H): 0.13, atom 28 (H): 0.65, atom 29 (H): 0.46, atom 30 (H): 0.29, atom 31 (H): 0.28, atom 32 (C): 0.34, atom 33 (C): -1.87, atom 34 (H): -0.26, atom 35 (H): 0.73, atom 36 (H): 0.43, atom 37 (H): 0.37, atom 38 (H): 0.36, atom 39 (C): 0.55, atom 40 (C): -1.62, atom 41 (H): -0.17, atom 42 (H): 0.09, atom 43 (H): 0.45, atom 44 (H): 0.40, atom 45 (H): 0.32, atom 46 (Br): 0.13, atom 47 (P): 0.48, atom 48 (C): -0.16, atom 49 (C): -1.23, atom 50 (H): -0.05, atom 51 (H): 0.62, atom 52 (H): 0.44, atom 53 (H): 0.24, atom 54 (H): 0.32, atom 55 (C): -0.45, atom 56 (C): -1.22, atom 57 (H): 0.48, atom 58 (H): 0.42, atom 59 (H): 0.43, atom 60 (H): 0.17, atom 61 (H): 0.31, atom 62 (C): -0.19, atom 63 (C): -1.50, atom 64 (H): 0.33, atom 65 (H): 0.27, atom 66 (H): 0.44, atom 67 (H): 0.40, atom 68 (H): 0.35, atom 69 (N): -0.52, atom 70 (C): 0.57, atom 71 (N): -0.47, atom 72 (O): -0.58, atom 73 (H): 0.25, atom 74 (H): 0.28, atom 75 (H): 0.24, atom 76 (H): 0.24

---

C47H42ClO3P2RuS | ωB97M-V/def2-TZVPD

XYZ file:
```
97
Properties=species:S:1:pos:R:3:forces:R:3
Ru -0.382939 0.409395 0.329362 0.04 -1.60 -2.07
O -4.686589 0.626079 1.971071 0.32 -0.09 -1.49
S -3.828738 0.557591 0.787828 3.47 -0.72 2.28
O -3.910000 1.564925 -0.225494 -1.15 0.18 -0.72
O -2.344607 0.464600 1.216980 -3.08 -0.62 0.12
C -4.053966 -1.116666 0.075360 -1.15 1.11 1.53
C -5.115846 -1.835089 0.612930 -0.09 -2.45 -1.66
C -5.341195 -3.165809 0.061736 -0.08 0.62 1.67
C -4.458330 -3.752766 -0.817962 0.51 1.82 -0.30
C -3.356279 -2.966634 -1.232702 -0.64 -1.99 -0.76
C -3.156794 -1.687334 -0.828295 0.53 1.19 -0.35
P -1.669631 -0.787596 -1.467405 1.04 0.49 1.27
C -0.830278 -2.098238 -2.420606 -0.77 -1.91 0.06
C -0.336551 -3.220826 -1.668398 -0.06 0.41 0.26
C 0.428586 -4.256787 -2.247149 -1.05 0.03 -0.18
C 0.597300 -4.280415 -3.649746 -0.40 2.25 -0.37
C 0.101554 -3.143189 -4.393152 -0.52 -1.19 1.21
C -0.795219 -2.197593 -3.811425 2.61 -0.49 0.31
C -2.215292 0.430879 -2.663835 0.16 -0.54 -1.13
C -1.222519 1.170355 -3.391490 -0.54 -0.31 0.14
C -1.634065 2.098007 -4.304497 -0.59 0.92 -1.01
C -3.013653 2.375702 -4.518274 2.09 0.29 -1.61
C -3.883632 1.507572 -3.985733 -2.67 0.12 0.49
C -3.549660 0.562610 -3.015618 1.21 1.30 -1.10
H -5.800714 -1.490961 1.388988 0.49 0.33 -0.36
H -6.144679 -3.788820 0.484883 0.15 0.52 -0.33
H -4.634515 -4.690479 -1.311380 -0.04 -0.42 0.25
H -2.654032 -3.414504 -1.934628 -0.39 0.08 0.14
H -0.722783 -3.303891 -0.608246 1.18 0.22 -1.13
H 0.800974 -5.073158 -1.603789 -0.34 0.44 -0.46
H 1.061403 -5.104459 -4.203847 0.20 0.47 0.48
H 0.413300 -2.978560 -5.418629 -0.41 -0.47 -0.18
H -1.251063 -1.471966 -4.451478 -0.14 0.51 -0.15
H -0.134948 1.037650 -3.369966 -0.45 -0.45 0.73
H -0.899384 2.538156 -4.988733 -0.16 0.20 0.57
H -3.349720 3.104630 -5.281962 0.39 -0.44 0.64
H -4.937769 1.626495 -4.307556 0.55 -0.26 0.51
H -4.378623 0.057422 -2.621437 -0.52 -1.09 0.92
Cl 3.031223 2.993403 -0.209702 0.07 -0.02 -0.49
C 3.037633 1.669494 -1.350845 -0.10 -0.74 -0.46
C 3.467198 1.827735 -2.668072 -0.54 -1.80 0.60
C 3.451335 0.705810 -3.556811 0.82 3.62 0.70
C 2.923986 -0.462915 -3.175915 -2.18 -1.73 0.95
C 2.361842 -0.596720 -1.901222 0.76 0.46 -0.23
C 2.553069 0.423732 -0.947215 -0.06 -1.59 -0.37
P 1.968078 -0.073857 0.695486 -3.63 1.06 -1.44
C 3.370254 0.348869 1.696046 2.05 -0.02 0.65
C 3.228205 0.148520 3.065087 -0.98 -0.10 0.13
C 4.219011 0.531809 3.962679 1.89 -0.08 -1.77
C 5.489599 0.914496 3.480414 -0.32 0.31 -0.35
C 5.671732 1.023156 2.070328 0.54 -0.20 2.56
C 4.673050 0.749707 1.219258 -2.57 -0.67 0.07
C 1.918032 -1.878179 0.779712 0.64 -0.54 0.48
C 3.127630 -2.453092 0.427429 1.59 -0.55 0.38
C 3.495619 -3.724141 0.835792 0.16 -0.50 0.34
C 2.597283 -4.516950 1.592192 0.93 0.37 -1.40
C 1.360320 -4.001864 1.854571 -1.28 0.50 0.79
C 0.980209 -2.672939 1.435938 0.04 -1.43 0.62
H 3.763676 2.802235 -2.922294 0.55 0.98 -0.79
H 3.789259 0.885735 -4.549106 0.26 -0.05 -0.69
H 2.704430 -1.234852 -3.895695 0.34 -0.28 -0.15
H 1.789157 -1.491887 -1.616168 0.48 0.45 -0.27
H 2.261306 -0.303337 3.417269 1.09 0.76 -0.17
H 4.068793 0.469154 4.992996 -0.31 -0.21 1.51
H 6.340154 1.141952 4.163865 -0.91 -0.16 -0.53
H 6.597814 1.293837 1.621698 0.81 0.24 0.12
H 4.941722 0.848248 0.196978 -0.46 -0.03 -0.93
H 3.872826 -1.804886 -0.061448 -0.26 -0.54 0.24
H 4.531434 -4.061735 0.711697 -0.47 0.03 -0.33
H 2.814541 -5.561230 1.829857 0.20 0.48 0.26
H 0.765542 -4.669320 2.540039 -0.13 1.16 -1.09
H -0.047692 -2.343018 1.616828 0.47 0.26 0.17
C -0.662732 2.427846 -0.025151 0.54 0.36 -1.24
H -1.591865 2.508016 -0.586125 -0.10 -0.07 -0.19
H 0.166501 2.795701 -0.675383 -0.44 -0.12 0.17
C 1.269223 2.685702 3.199477 1.00 -0.16 0.65
C 0.030666 1.815860 3.068204 -1.03 -0.52 -1.20
C -0.371685 1.200043 4.397541 0.43 -1.69 0.28
C 0.246307 0.658675 2.048217 0.86 -0.18 4.19
C -1.096057 2.660878 2.504345 -0.28 1.04 0.08
C -2.195065 3.056897 3.231197 1.20 -0.20 -0.65
C -3.047608 4.097388 2.846472 -0.54 0.23 0.29
C -2.857837 4.705558 1.589820 0.99 0.15 -0.80
C -1.738513 4.393807 0.850958 -1.13 0.11 1.33
C -0.770491 3.319595 1.183396 0.38 0.55 1.25
H 1.785878 2.416423 4.132348 0.17 -0.05 -0.29
H 1.029987 3.728784 3.299866 -0.24 0.59 0.03
H 1.970831 2.573546 2.364105 -0.21 0.05 0.24
H 0.388354 0.397524 4.655799 -0.71 0.77 -0.18
H -1.352077 0.669999 4.279689 0.75 0.54 0.29
H -0.364623 1.891423 5.245519 -0.28 0.11 -0.19
H 0.342894 -0.275071 2.678369 -0.02 0.38 -0.64
H -2.352435 2.555299 4.148549 -0.32 -0.19 0.96
H -3.765678 4.499359 3.572702 0.04 -0.39 -0.51
H -3.578853 5.418699 1.180852 0.24 -0.09 0.28
H -1.563496 4.829580 -0.089690 -0.03 0.70 -1.14
H 0.251003 3.735172 1.361556 -0.45 0.14 -0.35
```
Positions in Å, forces in eV/Å.

Values from the calculation:
- Spin multiplicity: 5
- Charge: -1
- Expectation value of S²: 6.060
- Energy relative to the best compared isomer or geometry (same formula, charge and spin): 196.5 kJ/mol

So, what does the Mulliken scheme give us? The charges, in e, come out as: atom 1 (Ru): -0.61, atom 2 (O): -0.78, atom 3 (S): 1.22, atom 4 (O): -0.62, atom 5 (O): -0.55, atom 6 (C): -0.24, atom 7 (C): -0.60, atom 8 (C): -0.67, atom 9 (C): -0.94, atom 10 (C): -0.12, atom 11 (C): -0.10, atom 12 (P): 1.45, atom 13 (C): -0.01, atom 14 (C): 0.03, atom 15 (C): -0.89, atom 16 (C): -0.69, atom 17 (C): -0.80, atom 18 (C): -0.59, atom 19 (C): 0.79, atom 20 (C): -0.08, atom 21 (C): -0.39, atom 22 (C): -0.83, atom 23 (C): -0.56, atom 24 (C): -0.80, atom 25 (H): 0.55, atom 26 (H): 0.30, atom 27 (H): 0.43, atom 28 (H): 0.40, atom 29 (H): 0.58, atom 30 (H): 0.40, atom 31 (H): 0.36, atom 32 (H): 0.40, atom 33 (H): 0.49, atom 34 (H): 0.17, atom 35 (H): 0.36, atom 36 (H): 0.30, atom 37 (H): 0.25, atom 38 (H): 0.47, atom 39 (Cl): -0.18, atom 40 (C): 1.04, atom 41 (C): -0.60, atom 42 (C): -1.00, atom 43 (C): -1.14, atom 44 (C): -0.15, atom 45 (C): -0.29, atom 46 (P): 2.60, atom 47 (C): 1.43, atom 48 (C): -0.28, atom 49 (C): -0.70, atom 50 (C): -0.71, atom 51 (C): -0.57, atom 52 (C): -0.91, atom 53 (C): 0.59, atom 54 (C): -0.29, atom 55 (C): -0.99, atom 56 (C): -0.54, atom 57 (C): -0.86, atom 58 (C): -0.70, atom 59 (H): 0.57, atom 60 (H): 0.41, atom 61 (H): 0.37, atom 62 (H): 0.08, atom 63 (H): 0.13, atom 64 (H): 0.59, atom 65 (H): 0.31, atom 66 (H): 0.47, atom 67 (H): 0.40, atom 68 (H): 0.23, atom 69 (H): 0.37, atom 70 (H): 0.36, atom 71 (H): 0.28, atom 72 (H): 0.38, atom 73 (C): -1.68, atom 74 (H): 0.90, atom 75 (H): 0.46, atom 76 (C): -1.65, atom 77 (C): 4.21, atom 78 (C): -2.00, atom 79 (C): -1.71, atom 80 (C): -1.06, atom 81 (C): -0.20, atom 82 (C): -1.23, atom 83 (C): -0.56, atom 84 (C): -1.59, atom 85 (C): 1.80, atom 86 (H): 0.40, atom 87 (H): 0.41, atom 88 (H): 0.11, atom 89 (H): 0.40, atom 90 (H): 0.43, atom 91 (H): 0.48, atom 92 (H): 0.42, atom 93 (H): 0.43, atom 94 (H): 0.33, atom 95 (H): 0.33, atom 96 (H): 0.59, atom 97 (H): 0.25